CH2O2S | wB97M-V/def2-TZVPD

Results
E	-587.9105	Eh
ΔE to the lowest compared entry with this formula, charge and spin	200.2	kJ/mol
maximum force	7.96	eV Å⁻¹
HOMO energy	-8.97	eV

```
6
Properties=species:S:1:pos:R:3:nbo_charge:R:1
C 0.0272 -0.0737 -0.0195 0.515
H 0.1350 1.8894 -0.1944 0.527
H -0.4254 -1.8267 0.5095 0.522
O -0.5240 1.0803 -0.0225 -0.655
O -0.9166 -0.9280 -0.1875 -0.616
S 1.7038 -0.1413 -0.0857 -0.294
```

CH2O2S | wB97M-V/def2-TZVPD

Results
E	-587.7325	Eh
ΔE to the lowest compared entry with this formula, charge and spin	667.7	kJ/mol
maximum force	4.37	eV Å⁻¹
HOMO energy (alpha / beta)	-11.28 / -11.13	eV

```
6
Properties=species:S:1:pos:R:3:nbo_charge:R:1
C -1.1958 -0.2821 0.5857 -0.185
O 1.2414 -0.7529 -0.3555 -0.908
O 0.7011 1.6094 0.3320 -0.899
S 0.2900 0.3049 -0.0556 1.885
H -0.1002 0.4780 -1.2162 -0.039
H -0.9365 -1.3573 0.7097 0.147
```

CH2O2S2 | wB97M-V/def2-TZVPD

Results
E	-986.0179	Eh
ΔE to the lowest compared entry with this formula, charge and spin	302.9	kJ/mol
maximum force	4.17	eV Å⁻¹
HOMO energy (alpha / beta)	-8.97 / -8.94	eV

```
7
Properties=species:S:1:pos:R:3:nbo_charge:R:1
C 0.4181 -0.9119 -1.0070 -0.753
O 0.4765 2.7830 1.2574 -0.704
O -1.4986 -0.6848 0.5249 -0.922
S -0.2996 1.9350 2.1678 0.703
S -0.9029 -1.5698 -0.4161 1.234
H 0.7703 -1.3200 -1.8979 0.218
H 1.0363 -0.2315 -0.6292 0.223
```

CH2O3 | wB97M-V/def2-TZVPD

Results
E	-264.7399	Eh
ΔE to the lowest compared entry with this formula, charge and spin	830.3	kJ/mol
maximum force	3.39	eV Å⁻¹
HOMO energy (alpha / beta)	-10.22 / -10.26	eV

```
6
Properties=species:S:1:pos:R:3:nbo_charge:R:1
C -0.3628 0.1707 0.0331 0.154
O 0.5960 -0.8938 0.0890 -0.039
O 0.1408 1.2667 0.0618 -0.481
O 1.6900 -0.2145 0.0213 -0.107
H -0.8847 -0.3174 -0.8409 0.244
H -1.1793 -0.0117 0.6356 0.229
```

CH2O3S | wB97M-V/def2-TZVPD

Results
E	-663.0557	Eh
ΔE to the lowest compared entry with this formula, charge and spin	307.7	kJ/mol
maximum force	5.15	eV Å⁻¹
SMILES	O=S(=O)=CO
HOMO energy (alpha / beta)	-10.22 / -10.21	eV

```
7
Properties=species:S:1:pos:R:3:nbo_charge:R:1
O 1.8836 -0.5589 2.3402 -0.844
S 1.5886 -0.4024 0.9569 1.973
O 2.5559 0.1655 0.0478 -0.825
C -0.0633 0.0278 0.7265 -0.284
O -0.2368 0.0997 -0.9480 -0.752
H -0.8900 -0.6509 1.1387 0.246
H 0.0943 0.9151 -1.3636 0.487
```

CH2O3S | wB97M-V/def2-TZVPD

Results
E	-663.1719	Eh
ΔE to the lowest compared entry with this formula, charge and spin	2.7	kJ/mol
maximum force	0.90	eV Å⁻¹
HOMO energy	-10.99	eV

```
7
Properties=species:S:1:pos:R:3:nbo_charge:R:1
C -1.1796 -0.1941 0.1888 0.309
O 1.8449 -0.6785 -1.0096 -0.873
O -0.3452 -0.8055 0.7984 -0.518
O 1.1157 1.3904 0.0332 -0.900
S 1.7128 0.0860 0.2017 1.692
H -2.2300 -0.5157 0.1582 0.134
H -0.9185 0.7175 -0.3708 0.156
```

Q: E of number 6 (CH2O3S)?
A: -663.1719 Eh